Entry 1:
Formula: C8H14O
Source: the OMol25 dataset
Level of theory: the ωB97M-V functional and the def2-TZVPD basis

Calculated values
Total charge: 0
LUMO energy, eV: 0.721
SMILES string: CC(C)=C(C)/C(C)=C/O
Kohn-Sham gap, eV: 8.288
Multiplicity: 1

Each line ends with the Mulliken charge.
CARTESIAN COORDINATES (ANGSTROEM)
C1 1.02 -0.02 -0.06  0.959
C2 -0.59 1.38 -0.56  -0.396
C3 2.15 -0.56 -0.91  -1.741
C4 1.51 0.79 1.12  -1.326
C5 -0.39 -2.21 -0.18  -1.460
C6 -2.61 0.19 0.56  -1.385
C7 -0.23 -0.73 -0.02  0.688
C8 -1.22 0.24 0.01  0.320
O1 -0.90 2.63 -0.07  -0.505
H1 -0.65 3.30 -0.71  0.352
H2 -0.20 1.36 -1.56  0.479
H3 2.85 0.24 -1.18  0.431
H4 2.74 -1.31 -0.36  0.318
H5 1.80 -1.02 -1.83  0.371
H6 2.07 1.67 0.80  0.308
H7 0.69 1.13 1.75  0.347
H8 2.19 0.18 1.73  0.370
H9 0.16 -2.77 0.58  0.334
H10 -0.01 -2.54 -1.15  0.266
H11 -1.44 -2.50 -0.12  0.359
H12 -3.32 0.73 -0.07  0.323
H13 -2.95 -0.84 0.67  0.347
H14 -2.65 0.65 1.55  0.242

Entry 2:
Formula: C8H14O
Source: the OMol25 dataset
Level of theory: the ωB97M-V functional and the def2-TZVPD basis

Calculated values
Total charge: 0
LUMO energy, eV: 0.833
Kohn-Sham gap, eV: 8.732
Multiplicity: 1

Each line ends with the Mulliken charge.
CARTESIAN COORDINATES (ANGSTROEM)
C1 1.56 1.63 2.25  -0.455
C2 0.85 0.54 2.17  -0.442
C3 1.57 -0.68 -0.62  -0.768
C4 0.31 -1.55 -0.88  -0.700
C5 0.53 0.35 -0.08  0.293
C6 -0.68 -0.43 -0.57  1.606
C7 -1.40 0.25 -1.76  -1.993
C8 -1.75 -0.83 0.48  -1.863
O1 0.69 1.68 -0.42  -0.585
H1 2.02 1.97 3.24  0.232
H2 1.84 2.12 1.33  0.218
H3 0.37 -0.04 2.83  0.423
H4 2.28 -0.91 0.20  0.225
H5 2.19 -0.27 -1.40  0.294
H6 0.32 -1.98 -1.94  0.237
H7 0.22 -2.39 -0.16  0.253
H8 -2.18 -0.35 -2.23  0.391
H9 -0.57 0.55 -2.37  0.503
H10 -1.89 1.02 -1.30  0.546
H11 -2.13 -0.03 1.08  0.336
H12 -1.29 -1.61 0.97  0.524
H13 -2.68 -1.10 -0.08  0.404
H14 -0.16 2.06 -0.74  0.320

Entry 3:
Formula: C8H14O5S
Source: the OMol25 dataset
Level of theory: the ωB97M-V functional and the def2-TZVPD basis

Calculated values
Total charge: 0
LUMO energy, eV: 0.387
SMILES string: C[C@H]1COC(=O)O1.O=S1(=O)CCCC1
Kohn-Sham gap, eV: 10.966
Multiplicity: 1

Each line ends with the Mulliken charge.
CARTESIAN COORDINATES (ANGSTROEM)
C1 -0.88 -3.53 -0.54  -1.206
C2 -1.36 -2.64 -1.77  0.376
C3 -0.51 -1.45 -2.10  -0.033
O1 -0.48 -1.55 -3.58  -0.396
C4 -1.04 -2.63 -4.03  0.637
O2 -1.25 -2.89 -5.10  -0.453
O3 -1.22 -3.41 -2.97  -0.386
H1 -1.51 -4.39 -0.24  0.344
H2 -0.72 -2.98 0.40  0.293
H3 0.07 -4.09 -0.91  0.316
H4 -2.55 -2.46 -1.83  0.236
H5 0.54 -1.71 -1.75  0.173
H6 -0.86 -0.33 -2.03  0.100
C5 0.43 3.54 1.87  -0.428
C6 0.04 2.38 2.83  -0.832
C7 1.08 1.22 2.61  -0.816
S1 1.63 1.51 0.92  1.064
O4 1.23 0.44 0.07  -0.599
O5 3.00 1.74 0.90  -0.670
C8 0.65 2.85 0.55  -0.797
H7 1.46 4.22 2.26  0.241
H8 -0.35 4.29 1.93  0.346
H9 -1.04 1.85 2.69  0.241
H10 0.09 2.68 3.71  0.521
H11 0.71 0.22 2.88  0.368
H12 1.85 1.29 3.18  0.502
H13 -0.16 2.39 0.32  0.478
H14 1.12 3.46 -0.25  0.380

Entry 4:
Formula: C8H14OSi
Source: the OMol25 dataset
Level of theory: the ωB97M-V functional and the def2-TZVPD basis

Calculated values
Total charge: 0
LUMO energy (alpha / beta), eV: -0.742 / -0.872
SMILES string: CC(=O)C1=C([Si](C)(C)C)C1
Kohn-Sham gap (alpha / beta), eV: 8.099 / 7.865
Multiplicity: 1

Each line ends with the Mulliken charge.
CARTESIAN COORDINATES (ANGSTROEM)
C1 0.69 -0.69 -1.91  0.376
C2 0.05 -0.54 -0.47  -0.021
C3 1.92 -0.60 -2.48  0.477
C4 -0.74 -1.03 -1.66  -0.677
C5 3.17 -0.61 -1.59  -1.048
C6 -1.94 1.78 0.20  -1.019
C7 0.34 0.96 2.36  -1.116
C8 -1.85 -0.86 1.76  -1.250
O1 2.03 -0.52 -3.71  -0.585
Si1 -0.77 0.46 0.94  0.345
H1 -1.59 -0.48 -2.00  0.307
H2 -0.84 -2.08 -1.79  0.180
H3 3.21 -1.41 -0.95  0.363
H4 3.29 0.42 -0.99  0.212
H5 4.02 -0.68 -2.31  0.340
H6 -2.45 2.50 0.78  0.399
H7 -1.54 2.42 -0.58  0.337
H8 -2.66 1.02 -0.21  0.227
H9 1.18 1.66 2.31  0.369
H10 -0.34 1.38 3.16  0.299
H11 0.85 0.19 2.98  0.358
H12 -1.48 -1.80 1.66  0.454
H13 -1.68 -0.63 2.87  0.289
H14 -2.88 -0.85 1.62  0.383

Entry 5:
Formula: C8H15AgN4O4
Source: the OMol25 dataset
Level of theory: the ωB97M-V functional and the def2-TZVPD basis

Calculated values
Total charge: 0
LUMO energy, eV: 0.673
Kohn-Sham gap, eV: 7.817
Multiplicity: 1

Each line ends with the Mulliken charge.
CARTESIAN COORDINATES (ANGSTROEM)
Ag1 -1.45 -1.05 0.20  0.106
C1 -2.57 1.90 0.85  -0.474
O1 -1.28 1.85 1.43  -0.283
C2 -0.60 0.64 1.28  0.251
O2 0.52 0.63 1.77  -0.626
H1 -2.93 2.91 1.00  0.251
H2 -3.26 1.20 1.34  0.162
H3 -2.54 1.68 -0.22  0.267
N1 -2.67 -1.24 3.26  -0.349
C3 -3.54 -1.83 2.41  0.716
N2 -4.79 -2.09 2.90  -0.443
O3 -3.25 -2.12 1.25  -0.601
H4 -3.00 -0.77 4.09  0.237
H5 -1.83 -0.87 2.83  0.132
H6 -4.94 -2.16 3.89  0.203
H7 -5.34 -2.69 2.31  0.262
N3 -0.13 -1.60 -1.63  -0.956
C4 0.79 -0.90 -1.67  0.962
N4 1.81 -0.10 -1.65  -0.018
C5 1.87 1.11 -2.47  -0.551
C6 3.23 1.16 -3.14  -0.566
O4 4.26 1.09 -2.18  -0.369
C7 4.22 -0.14 -1.47  -0.555
C8 2.91 -0.27 -0.70  -0.509
H8 1.72 1.98 -1.82  0.247
H9 1.05 1.08 -3.20  0.482
H10 3.36 2.11 -3.67  0.333
H11 3.33 0.34 -3.87  0.337
H12 5.06 -0.13 -0.78  0.331
H13 4.34 -0.98 -2.17  0.343
H14 2.83 0.51 0.07  0.243
H15 2.81 -1.24 -0.22  0.435

Entry 6:
Formula: C8H15Cl2InN5
Source: the OMol25 dataset
Level of theory: the ωB97M-V functional and the def2-TZVPD basis

Calculated values
Total charge: -1
LUMO energy, eV: 3.052
Kohn-Sham gap, eV: 5.743
Multiplicity: 1

Each line ends with the Mulliken charge.
CARTESIAN COORDINATES (ANGSTROEM)
In1 -0.19 3.09 1.12  0.343
Cl1 -2.55 3.26 1.34  -0.589
Cl2 0.96 1.61 2.65  -0.565
C1 1.16 -1.59 -0.11  -1.033
H1 2.20 -1.32 0.09  0.450
H2 1.03 -2.66 0.09  0.348
C2 -1.07 -0.61 -0.78  -0.480
C3 0.56 -1.20 -1.34  0.015
H3 -1.73 -1.46 -1.03  0.483
C4 1.28 -0.07 -2.01  -1.035
H4 0.24 -2.02 -1.99  0.474
C5 0.92 1.23 -1.27  -0.120
H5 2.37 -0.21 -1.97  0.408
H6 1.01 0.00 -3.08  0.369
C6 -0.45 1.66 -1.79  -0.819
H7 0.93 0.97 -0.19  -0.111
H8 1.62 2.05 -1.45  0.245
C7 -1.56 0.71 -1.31  -0.613
H9 -0.70 2.71 -1.55  0.202
H10 -0.44 1.63 -2.91  0.427
H11 -2.21 1.21 -0.58  0.157
H12 -2.20 0.46 -2.17  0.378
N1 1.37 -1.62 3.02  -0.685
N2 0.24 -1.48 2.24  0.229
N3 -0.95 -1.10 2.78  -0.914
C8 -1.64 -0.65 1.74  -0.158
N4 -0.86 -0.58 0.62  0.016
N5 0.42 -0.86 1.01  0.739
H13 1.84 -0.72 3.10  0.154
H14 1.10 -1.99 3.93  0.295
H15 -2.70 -0.43 1.80  0.392

Entry 7:
Formula: C8H15ClFNO4S
Source: the OMol25 dataset
Level of theory: the ωB97M-V functional and the def2-TZVPD basis

Calculated values
Total charge: 0
LUMO energy, eV: 0.576
SMILES string: CC[C@@H](Cl)N(CCCOC(C)=O)S(=O)(=O)F
Kohn-Sham gap, eV: 11.037
Multiplicity: 1

Each line ends with the Mulliken charge.
CARTESIAN COORDINATES (ANGSTROEM)
C1 2.70 1.19 1.20  -1.124
C2 2.01 1.63 -0.09  -0.605
C3 0.88 0.72 -0.55  -0.319
Cl1 0.39 1.23 -2.22  -0.182
N1 1.09 -0.72 -0.53  0.382
C4 0.76 -1.50 0.69  -0.811
C5 -0.53 -1.07 1.37  -0.939
C6 -1.79 -1.27 0.52  -0.507
O1 -2.13 0.00 -0.07  -0.198
C7 -3.41 0.14 -0.46  0.620
C8 -3.78 1.58 -0.71  -0.995
O2 -4.16 -0.79 -0.59  -0.553
S1 2.33 -1.35 -1.39  1.087
O3 3.07 -0.34 -2.05  -0.543
O4 2.95 -2.38 -0.64  -0.609
F1 1.52 -2.09 -2.51  -0.223
H1 3.64 1.73 1.30  0.388
H2 2.94 0.13 1.21  0.225
H3 2.11 1.45 2.08  0.284
H4 1.56 2.61 0.07  0.452
H5 2.74 1.77 -0.88  0.343
H6 -0.03 0.92 0.00  0.378
H7 1.58 -1.52 1.41  0.400
H8 0.63 -2.54 0.37  0.586
H9 -0.49 -0.03 1.69  0.285
H10 -0.62 -1.67 2.28  0.477
H11 -1.63 -2.00 -0.27  0.345
H12 -2.63 -1.60 1.12  0.482
H13 -3.85 1.75 -1.79  0.278
H14 -4.77 1.75 -0.29  0.320
H15 -3.07 2.27 -0.29  0.274

Entry 8:
Formula: C8H15N
Source: the OMol25 dataset
Level of theory: the ωB97M-V functional and the def2-TZVPD basis

Calculated values
Total charge: 0
LUMO energy, eV: 1.044
SMILES string: C[C@@H]1CCC[C@H]2[C@@H]1N2C
Kohn-Sham gap, eV: 9.561
Multiplicity: 1

Each line ends with the Mulliken charge.
CARTESIAN COORDINATES (ANGSTROEM)
C1 2.38 -0.67 -0.03  -1.373
C2 1.15 0.14 -0.52  0.691
C3 0.79 1.18 0.43  -1.030
C4 -0.52 1.87 0.10  -0.834
C5 -1.74 0.99 -0.05  -0.956
C6 -1.41 -0.25 -0.99  -0.499
C7 0.03 -0.69 -1.10  -0.263
C8 -1.04 -1.79 1.00  -0.716
H1 2.99 -1.10 -0.87  0.394
H2 2.01 -1.58 0.58  0.253
H3 3.19 -0.04 0.41  0.327
H4 1.61 0.57 -1.40  0.286
H5 1.61 1.90 0.40  0.370
H6 1.06 0.70 1.50  0.337
H7 -0.20 2.45 -0.70  0.429
H8 -0.82 2.62 0.83  0.358
H9 -2.61 1.55 -0.47  0.368
H10 -2.14 0.70 0.86  0.439
H11 -2.12 -0.35 -1.71  0.472
H12 0.13 -1.18 -2.04  0.439
H13 -2.21 -1.86 1.24  0.267
H14 -0.51 -2.70 1.34  0.295
H15 -0.69 -0.94 1.66  0.207
N1 -0.94 -1.51 -0.47  -0.261

Entry 9:
Formula: C8H15N2
Source: the OMol25 dataset
Level of theory: the ωB97M-V functional and the def2-TZVPD basis

Calculated values
Total charge: +1
LUMO energy, eV: -3.244
SMILES string: C[C@@H]1[C@@H](C)C12NC=[NH+][C@@H]2C
Kohn-Sham gap, eV: 10.453
Multiplicity: 1

Each line ends with the Mulliken charge.
CARTESIAN COORDINATES (ANGSTROEM)
C1 -2.35 -1.09 0.35  -0.194
C2 1.02 -0.22 1.17  -0.361
C3 1.03 -0.56 -0.30  -0.356
C4 -1.26 0.90 0.05  0.107
C5 -0.21 -0.25 0.34  1.160
C6 1.63 1.08 1.59  -1.587
C7 1.37 -1.88 -0.84  -1.515
C8 -1.25 1.48 -1.33  -1.428
N1 -1.13 -1.53 0.51  -0.103
N2 -2.50 0.24 0.31  -0.090
H1 -3.20 -1.78 0.33  0.417
H2 1.34 -0.85 2.02  0.372
H3 1.47 0.23 -0.85  0.528
H4 -1.09 1.75 0.73  0.308
H5 2.74 0.95 1.73  0.371
H6 1.24 1.31 2.63  0.366
H7 1.42 1.93 0.90  0.360
H8 1.46 -1.88 -2.01  0.313
H9 0.75 -2.78 -0.58  0.274
H10 2.36 -2.18 -0.58  0.373
H11 -1.95 2.32 -1.58  0.385
H12 -1.18 0.65 -1.90  0.517
H13 -0.33 2.07 -1.60  0.311
H14 -0.67 -2.38 0.48  0.139
H15 -3.30 0.79 -0.02  0.333

Energy above the lowest of the compared OMol25 structures with the same formula, charge and spin
In order: 43.4 104.7 75.1 73.4 0.0 19.0 0.0 63.6 40.3
Unit: kcal per mole